DFT (ωB97M-V/def2-TZVPD) results for 5 unconnected molecules or ions with the total composition C2H14NO5 in a non-equilibrium geometry.

Results
Largest force on an atom: 0.0857 hartree/bohr
Multiplicity: 1
HOMO: -3.95 eV
Net charge: -1
Gap between HOMO and LUMO: 7.1984 eV
ΔE to the lowest compared entry with this formula, charge and spin: 59.5 kcal/mol
LUMO level: 3.247 eV
Calculated total energy: -14027.9445 eV

Structure (XYZ):
```
22
C2H14NO5 | the Open Molecules 2025 dataset | ωB97M-V/def2-TZVPD
C 1.97 -1.93 -1.90
N 2.09 -0.68 -1.13
C 2.14 -1.07 0.48
O 1.38 -0.34 1.23
H 2.31 -2.90 -1.43
H 2.55 -2.06 -2.74
H 0.93 -2.21 -2.20
H 2.94 -0.21 -1.33
H 3.20 -0.92 0.83
H 1.78 -2.09 0.47
H 0.42 -0.30 3.92
H 0.59 -0.88 2.55
O 0.27 -1.20 3.52
H -4.05 1.36 0.56
H -2.58 0.95 0.11
O -3.49 1.18 -0.23
H -4.82 2.77 -2.76
H -3.60 1.82 -2.20
O -4.26 2.01 -2.93
H -0.04 2.41 2.49
H 0.45 1.74 1.17
O -0.20 2.55 1.51
```

***

DFT (ωB97M-V/def2-TZVPD) results for 5 unconnected molecules or ions with the total composition C2H14O4S in a non-equilibrium geometry.

Results
Largest force on an atom: 0.0387 hartree/bohr
Multiplicity: 2
HOMO (spin up / spin down): 0.77 / -5.81 eV
Net charge: -1
Gap between HOMO and LUMO (spin up / spin down): 2.2859 / 9.0643 eV
ΔE to the lowest compared entry with this formula, charge and spin: 21.5 kcal/mol
<S²>: 0.75
LUMO level (spin up / spin down): 3.055 / 3.255 eV
Calculated total energy: -21324.9012 eV

Structure (XYZ):
```
21
C2H14O4S | the Open Molecules 2025 dataset | ωB97M-V/def2-TZVPD
C 0.20 4.19 -1.10
S 1.64 2.97 -0.87
C 1.33 2.48 0.82
H 0.53 5.01 -1.73
H 0.03 4.59 -0.12
H -0.69 3.80 -1.59
H 0.32 2.22 1.12
H 2.09 1.76 1.13
H 1.68 3.32 1.45
H -1.17 -3.21 -0.09
H -1.32 -3.71 -1.45
O -1.65 -3.92 -0.55
H 1.66 -3.22 -2.74
H 0.78 -2.08 -3.34
O 0.75 -2.92 -2.86
H -0.22 -2.49 4.79
H 0.18 -4.02 4.80
O 0.17 -3.21 5.29
H -3.62 -0.07 0.14
H -3.56 -1.00 -1.06
O -3.32 -0.95 -0.12
```

***

DFT (ωB97M-V/def2-TZVPD) results for a molecular structure, C2H14O4S in a non-equilibrium geometry.

Results
Largest force on an atom: 0.0655 hartree/bohr
Multiplicity: 1
HOMO: -9.51 eV
Net charge: 0
Gap between HOMO and LUMO: 3.7450 eV
ΔE to the lowest compared entry with this formula, charge and spin: 243.9 kcal/mol
LUMO level: -5.762 eV
Calculated total energy: -21316.4368 eV

Structure (XYZ):
```
21
C2H14O4S | the Open Molecules 2025 dataset | ωB97M-V/def2-TZVPD
C 0.07 -1.81 -0.17
S 0.70 -2.18 1.50
C 0.41 -0.46 2.03
H -0.14 -2.70 -0.73
H 0.78 -1.16 -0.67
H -0.86 -1.21 -0.01
H 0.69 0.31 1.41
H -0.62 -0.43 2.35
H 1.07 -0.23 2.85
H -3.16 0.32 0.02
H -1.27 0.58 -0.77
O -0.49 0.93 -1.35
H 0.09 1.37 -0.69
H 1.24 3.05 0.01
O 1.21 2.10 0.28
H -2.57 -0.21 -2.51
H -3.37 -0.42 -2.50
O -2.36 -0.23 0.05
H 3.65 0.70 -0.69
H 2.19 1.21 0.03
O 2.76 0.45 -0.43
```

***

DFT (ωB97M-V/def2-TZVPD) results for 5 unconnected molecules or ions with the total composition C2H14O4S2 in a non-equilibrium geometry.

Results
Largest force on an atom: 0.0605 hartree/bohr
Multiplicity: 1
HOMO: -8.91 eV
Net charge: 0
Gap between HOMO and LUMO: 9.1920 eV
ΔE to the lowest compared entry with this formula, charge and spin: 13.4 kcal/mol
LUMO level: 0.286 eV
Calculated total energy: -32161.4793 eV

Structure (XYZ):
```
22
C2H14O4S2 | the Open Molecules 2025 dataset | ωB97M-V/def2-TZVPD
C 1.07 -0.26 1.49
C 2.31 0.46 1.01
S 1.75 2.10 0.34
S 0.98 1.51 -1.48
H 0.19 -0.32 0.75
H 0.65 0.27 2.42
H 1.28 -1.29 1.81
H 2.93 -0.09 0.28
H 3.07 0.90 1.80
H 0.05 0.78 -0.97
H -2.63 -0.37 -0.91
H -3.57 0.75 -0.74
O -2.61 0.59 -0.94
H -1.91 -2.82 -0.29
H -0.85 -2.10 -1.22
O -1.64 -1.98 -0.69
H 1.29 -1.84 -2.68
H 1.27 -0.89 -1.60
O 1.28 -1.90 -1.75
H -1.87 1.44 0.90
H -1.35 2.88 0.94
O -1.70 2.19 1.51
```

***

DFT (ωB97M-V/def2-TZVPD) results for 5 unconnected molecules or ions with the total composition C2H14O4S2 in a non-equilibrium geometry.

Results
Largest force on an atom: 0.0433 hartree/bohr
Multiplicity: 1
HOMO: -8.48 eV
Net charge: 0
Gap between HOMO and LUMO: 8.6996 eV
ΔE to the lowest compared entry with this formula, charge and spin: 24.7 kcal/mol
LUMO level: 0.223 eV
Calculated total energy: -32160.9910 eV

Structure (XYZ):
```
22
C2H14O4S2 | the Open Molecules 2025 dataset | ωB97M-V/def2-TZVPD
C -1.14 0.14 1.41
S 0.49 -0.61 0.92
S -0.26 -2.41 0.09
C 1.24 -2.60 -0.96
H -0.69 0.85 2.10
H -1.80 -0.48 2.02
H -1.51 0.63 0.52
H 2.04 -2.91 -0.29
H 1.40 -1.68 -1.51
H 1.03 -3.38 -1.70
H 0.10 2.19 -2.21
H -0.90 1.57 -3.17
O -0.15 2.18 -3.14
H 1.68 0.97 -0.52
H 2.48 2.16 -0.34
O 1.57 1.94 -0.53
H 1.50 5.38 -2.04
H 1.42 6.91 -2.29
O 2.00 6.21 -2.02
H -4.52 -3.52 3.17
H -3.05 -2.99 3.18
O -3.83 -3.15 3.70
```

***

DFT (ωB97M-V/def2-TZVPD) results for 6 unconnected molecules or ions with the total composition C2H14O5 in a non-equilibrium geometry.

Results
Largest force on an atom: 0.0485 hartree/bohr
Multiplicity: 1
HOMO: -9.55 eV
Net charge: 0
Gap between HOMO and LUMO: 10.1267 eV
ΔE to the lowest compared entry with this formula, charge and spin: 47.8 kcal/mol
LUMO level: 0.572 eV
Calculated total energy: -12537.0832 eV

Structure (XYZ):
```
21
C2H14O5 | the Open Molecules 2025 dataset | ωB97M-V/def2-TZVPD
C -2.32 -0.70 2.10
C -2.04 -1.92 2.64
H -2.77 -0.58 1.14
H -1.97 0.25 2.55
H -2.84 -2.75 2.58
H -1.15 -2.03 3.36
H -2.39 -0.42 -2.62
H -2.17 0.98 -3.17
O -2.05 0.42 -2.37
H -0.19 -1.52 0.94
H 0.21 -0.20 0.19
O 0.06 -1.16 0.10
H -0.61 1.94 -0.41
H 0.75 2.28 0.08
O 0.07 1.61 0.21
H 3.22 2.04 0.27
H 2.61 1.55 -1.09
O 2.88 2.34 -0.62
H 1.64 -1.18 -0.82
H 3.26 -1.73 -0.80
O 2.61 -1.08 -1.15
```

***

DFT (ωB97M-V/def2-TZVPD) results for 6 unconnected molecules or ions with the total composition C2H14O5 in a non-equilibrium geometry.

Results
Largest force on an atom: 0.0697 hartree/bohr
Multiplicity: 1
HOMO: -10.67 eV
Net charge: 0
Gap between HOMO and LUMO: 10.7783 eV
ΔE to the lowest compared entry with this formula, charge and spin: 54.3 kcal/mol
LUMO level: 0.108 eV
Calculated total energy: -12536.8035 eV

Structure (XYZ):
```
21
C2H14O5 | the Open Molecules 2025 dataset | ωB97M-V/def2-TZVPD
C -2.63 1.81 -1.17
C -3.34 0.98 -0.39
H -1.63 1.55 -1.36
H -3.13 2.43 -1.92
H -2.93 0.02 -0.13
H -4.42 1.20 -0.20
H 0.88 -3.54 -1.77
H -0.37 -2.84 -1.76
O -0.04 -3.65 -2.00
H -1.12 -1.20 -0.20
H -0.29 -0.01 -0.72
O -0.40 -0.99 -0.81
H 0.72 1.86 0.50
H -0.70 2.09 0.48
O -0.10 1.57 1.01
H 3.16 1.23 0.50
H 4.04 0.94 1.77
O 3.65 1.61 1.17
H 3.48 -2.18 2.01
H 2.15 -1.33 2.35
O 3.03 -1.54 2.63
```

***

DFT (ωB97M-V/def2-TZVPD) results for 6 unconnected molecules or ions with the total composition C2H14O6 in a non-equilibrium geometry.

Results
Largest force on an atom: 0.0572 hartree/bohr
Multiplicity: 1
HOMO: -10.05 eV
Net charge: 0
Gap between HOMO and LUMO: 10.5044 eV
ΔE to the lowest compared entry with this formula, charge and spin: 12.2 kcal/mol
LUMO level: 0.450 eV
Calculated total energy: -14585.4749 eV

Structure (XYZ):
```
22
C2H14O6 | the Open Molecules 2025 dataset | ωB97M-V/def2-TZVPD
O -2.62 -0.44 1.11
C -2.30 -1.56 1.40
C -0.90 -2.06 1.03
H -2.89 -2.35 1.92
H -0.99 -2.53 0.07
H -0.27 -2.51 1.79
H -0.35 -1.10 0.82
H 0.60 -2.64 -1.85
H 1.25 -1.17 -1.43
O 0.48 -1.76 -1.52
H 2.81 2.16 1.01
H 2.33 1.12 2.15
O 2.70 1.23 1.27
H 3.00 0.29 -1.04
H 1.99 0.96 -1.91
O 2.52 0.16 -1.88
H -1.50 3.02 1.14
H -1.59 1.49 0.76
O -1.00 2.24 0.88
H -1.52 1.25 -2.22
H -0.81 2.20 -1.28
O -0.94 2.02 -2.22
```

***

DFT (ωB97M-V/def2-TZVPD) results for a molecular structure, C2H14O7Pd in a non-equilibrium geometry.

Results
Largest force on an atom: 0.0786 hartree/bohr
Multiplicity: 3
HOMO (spin up / spin down): -7.05 / -6.90 eV
Net charge: 0
Gap between HOMO and LUMO (spin up / spin down): 6.8133 / 6.6514 eV
ΔE to the lowest compared entry with this formula, charge and spin: 18.2 kcal/mol
<S²>: 2.01
LUMO level (spin up / spin down): -0.236 / -0.244 eV
Calculated total energy: -20109.7872 eV

Structure (XYZ):
```
24
C2H14O7Pd | the Open Molecules 2025 dataset | ωB97M-V/def2-TZVPD
Pd -0.61 0.44 -0.26
O 0.54 -0.79 1.22
C 1.65 -0.01 1.68
C 1.55 1.54 1.52
O 0.98 2.05 0.31
H 2.51 -0.40 1.13
H 1.86 -0.24 2.73
H 2.51 2.01 1.73
H 0.80 1.80 2.27
O -1.82 -1.29 -0.82
H -1.82 -1.81 -1.62
H -2.28 -1.83 -0.18
O 0.74 -0.40 -1.87
H 1.43 0.16 -2.22
H 1.15 -1.26 -1.78
O 1.16 -2.93 -0.58
H 1.93 -3.16 -0.07
H 0.75 -2.21 -0.09
O -2.43 0.85 0.91
H -3.06 0.38 1.47
H -2.64 1.77 1.04
O -1.51 1.51 -1.92
H -1.10 2.35 -2.12
H -2.29 1.49 -2.48
```

***

DFT (ωB97M-V/def2-TZVPD) results for a molecular structure, C2H15AgB2O4 in a non-equilibrium geometry.

Results
Largest force on an atom: 0.0399 hartree/bohr
Multiplicity: 2
HOMO (spin up / spin down): -5.65 / -5.32 eV
Net charge: -1
Gap between HOMO and LUMO (spin up / spin down): 8.3684 / 6.0607 eV
<S²>: 0.75
LUMO level (spin up / spin down): 2.718 / 0.741 eV
Calculated total energy: -15856.3928 eV

Structure (XYZ):
```
24
C2H15AgB2O4 | the Open Molecules 2025 dataset | ωB97M-V/def2-TZVPD
Ag 0.14 0.41 -0.09
C -1.82 -3.16 0.65
C -1.32 -1.82 0.23
O -0.49 -1.79 -0.71
O -1.75 -0.72 0.72
H -1.16 -3.96 0.31
H -2.80 -3.30 0.19
H -1.93 -3.20 1.74
B 1.87 1.27 -1.76
H 2.81 1.21 -2.50
H 2.12 1.94 -0.78
H 1.01 1.87 -2.37
H 1.49 0.14 -1.49
B 1.68 -0.28 1.79
H 0.79 0.50 1.98
H 2.14 -0.10 0.69
H 2.51 -0.15 2.66
H 1.21 -1.39 1.93
O -0.18 2.70 0.75
H 0.21 3.51 0.41
H -1.07 2.93 1.03
O -1.48 1.09 -1.63
H -1.66 1.50 -2.48
H -2.32 0.78 -1.27
```